[1]
# C4H12Br2N2P

A cluster of 2 separate species, C4H12Br2N2P in total (ωB97M-V with the def2-TZVPD basis set, the OMol25 dataset).

Its net charge is +1. Its gap between HOMO and LUMO (alpha / beta) is 6.970 / 6.480 eV. Its total energy is -156686.8070 eV. The value obtained for the HOMO energy (alpha / beta) is -13.7383 / -13.2977 eV. The energy relative to the best compared isomer or geometry (same formula, charge and spin) is 254.03 kJ/mol. For the LUMO energy (alpha / beta), the calculation gives -6.768 / -6.818 eV.

Each line ends with the natural charge from an NBO analysis.
Atoms and positions in Å:
H (1.750973, 0.233531, 2.825573)  0.24
H (1.144700, -0.903106, -2.495505)  0.22
H (1.472491, 1.652725, 2.195758)  0.23
H (-0.947871, -1.195885, 2.714563)  0.24
H (0.224176, 1.021745, 3.304305)  0.22
C (-0.396309, 0.789574, -2.664997)  -0.46
Br (-3.715136, -0.450502, 0.102598)  -0.04
H (-1.187191, 0.107473, -2.953638)  0.23
H (1.342525, -1.323381, -0.739651)  0.23
H (-0.628722, 1.896354, -2.800762)  0.26
C (-0.385671, -1.141943, 1.659011)  -0.49
N (0.392400, 0.138979, 1.348484)  -0.72
H (0.158027, -1.989267, -1.546412)  0.23
H (0.413510, -1.864569, 1.796903)  0.23
Br (0.103665, 2.991535, 0.035509)  -0.06
C (0.899718, 0.746654, 2.543925)  -0.43
H (0.322218, 0.678265, -3.504138)  0.25
H (-1.243519, -1.430251, 1.054296)  0.25
P (-0.477038, 0.880092, 0.104414)  1.43
C (0.717752, -1.067702, -1.605715)  -0.41
N (0.039300, 0.229686, -1.374525)  -0.65

Cartesian forces (eV/Å) of the 6 atoms listed first:
1.24 -1.91 1.27
2.18 -0.20 -3.02
-1.00 -0.25 0.43
1.42 1.03 -1.89
-0.94 -0.10 0.82
-0.58 0.81 -1.29

[2]
# C3H8N2O2

An isolated molecule of C3H8N2O2 (ωB97M-V with the def2-TZVPD basis set, the OMol25 dataset).

Its net charge is 0. Its gap between HOMO and LUMO is 10.116 eV. Its SMILES is NCCNC(=O)O. Its total energy is -10313.0398 eV. The value obtained for the HOMO energy is -9.6064 eV. The energy relative to the best compared isomer or geometry (same formula, charge and spin) is 377.50 kJ/mol. For the LUMO energy, the calculation gives 0.510 eV.

Each line ends with the natural charge from an NBO analysis.
Atoms and positions in Å:
H (-1.421858, -1.108525, -1.823460)  0.17
H (-1.757187, 0.387187, -0.700004)  0.22
N (-0.393362, -0.433003, 1.426155)  -0.69
C (0.347888, 0.882960, 1.587891)  0.87
C (-0.890553, -0.302483, -1.133209)  -0.24
H (1.059552, -1.156877, -0.157548)  0.19
O (1.803969, 1.077950, 1.477742)  -0.71
H (2.027111, 1.845191, 2.102883)  0.51
H (0.916848, -0.039104, -2.177548)  0.35
H (-0.550461, -2.197633, 0.087042)  0.22
H (-0.257479, -1.071839, 2.243371)  0.40
H (-0.432438, 0.668498, -2.886406)  0.36
O (-0.434388, 1.974574, 1.808073)  -0.57
C (-0.091522, -1.097825, 0.101034)  -0.25
N (0.073879, 0.570929, -1.956017)  -0.83

Cartesian forces (eV/Å) of the 6 atoms listed first:
1.12 1.45 1.49
2.04 -1.50 -0.72
2.52 1.01 -0.58
-3.86 5.91 1.24
-0.38 -0.35 0.31
-2.24 0.10 0.54

The following F_max values (in eV/Å) correspond, in order, to the records above: 4.905, 8.827.